88
Properties=species:S:1:pos:R:3:forces:R:3:mulliken_charge:R:1 method="wB97M-V/def2-TZVPD" multiplicity=1 total_energy_ev=-75254.88920 homo_lumo_gap_ev=6.3 largest_force_ev_per_a=9.47 molar_mass_g_mol=640.59 total_charge=+1
C -0.8311 -0.7524 1.9762 -0.3687 -0.3069 -0.2519 -0.838
C 0.2559 0.2249 1.2197 0.0424 -0.3129 -0.2608 -0.076
C 0.6765 1.5410 2.1467 -0.0157 -0.3607 -0.5668 -0.637
C 2.2788 1.5140 2.5941 -2.1628 -0.4746 1.5277 -0.389
O 3.1111 1.6906 1.3906 3.6509 2.8569 1.3658 -0.240
C 4.2670 2.5567 1.6366 2.1124 3.3190 -0.2609 0.227
C 4.3531 4.1326 1.2533 2.6215 -3.7212 1.7401 -0.416
C 5.7435 4.8253 1.5982 -0.3580 1.3312 -0.5022 0.472
N 5.8421 6.3206 1.2155 -0.7954 -2.9887 1.0463 -0.515
N 6.9644 4.3081 2.2046 -5.7227 -0.3373 -2.2518 -0.843
N 6.8035 2.9940 2.4600 -2.1845 -2.4947 -0.0296 0.386
C 5.6668 2.0969 2.2761 -0.8748 0.2881 -0.5101 0.294
C 5.8162 0.5007 2.6943 -1.5142 0.8374 0.2563 -0.251
C 6.6720 0.2381 4.0656 1.1066 -2.4374 1.0744 -0.569
C 5.7702 -0.4028 5.3103 0.4325 1.8279 1.5252 0.167
F 5.4939 -1.8563 5.3729 -0.4427 4.6289 -0.9496 -0.259
C 5.3198 0.6042 6.3526 0.3740 -1.7942 -1.5098 0.221
F 6.3902 1.0893 7.2982 -4.2555 -0.2479 -3.6969 -0.190
F 3.9147 1.0909 6.3905 4.6675 -1.8747 1.4808 -0.190
H -0.2853 -1.6385 2.5589 -1.2781 2.1039 -1.1302 0.251
H -1.5552 -1.2573 1.1822 1.7026 1.0080 1.6254 0.112
H -1.5424 -0.1335 2.7010 1.6846 -1.3213 -1.4295 0.323
H -0.2030 0.5691 0.1813 0.9990 -0.5537 2.3193 0.110
H 1.2206 -0.4149 0.9528 -1.9803 1.3770 0.5743 0.182
H 0.0098 1.5069 3.1086 1.4944 0.1875 -1.6636 0.382
H 0.3910 2.5120 1.5341 0.8803 -1.8547 1.4343 0.261
H 2.5017 2.3559 3.4100 -0.3994 -1.8860 -1.8535 0.362
H 2.4791 0.4287 3.0326 -0.2499 2.3538 -0.8041 0.273
H 3.4887 4.7280 0.7377 1.8715 -1.2591 1.1646 0.286
H 5.5973 6.8969 2.0522 0.3246 -0.5941 -1.0703 0.300
H 5.2145 6.5339 0.4064 0.6183 -0.3181 1.2337 0.303
H 7.6800 2.5456 2.8716 -1.6301 0.7536 -0.7296 0.366
H 4.6998 0.1278 2.8923 2.4482 0.9544 -0.5698 -0.004
H 6.1832 -0.0896 1.7517 -0.3803 1.1731 1.9542 0.428
H 7.1853 1.2043 4.5181 -1.0707 -2.0886 -0.9039 0.407
H 7.4670 -0.6131 3.8034 -1.4012 2.2062 0.5477 0.309
O -3.9599 3.5449 -3.8228 -2.5082 -3.9042 0.1797 -0.764
P -3.9414 2.7955 -2.4680 5.9234 6.7344 2.7789 0.943
O -4.1925 4.1805 -1.5721 -1.2368 -0.4113 0.0280 -0.349
C -5.1826 5.1271 -1.9558 -0.1986 0.5710 -0.0377 -0.285
C -6.5507 4.7634 -1.4142 -0.1202 0.1238 0.2378 -1.024
O -2.2836 2.7572 -2.3192 -0.8195 -1.5434 0.0454 -0.242
C -1.4407 2.9488 -3.4445 0.1855 0.1120 -0.5039 -0.336
C -1.1131 4.4201 -3.6356 -0.0488 0.2583 0.1054 -1.068
O -3.9208 1.9583 -0.9542 -0.8649 -1.1098 -2.6968 -0.239
C -4.9860 2.0037 -0.0313 -0.6186 -0.1229 0.4046 -0.134
C -6.1662 1.1811 -0.4922 -0.1278 -0.3282 0.0458 -1.106
H -5.2308 5.2587 -3.0398 0.1506 -0.1971 0.0879 0.317
H -4.8793 6.0924 -1.5370 0.1254 -0.1650 0.0336 0.317
H -6.8676 3.7816 -1.7700 -0.0584 0.0016 -0.0937 0.185
H -7.2979 5.5017 -1.7257 0.1181 -0.1296 -0.0021 0.403
H -6.5459 4.7366 -0.3187 -0.0133 0.0234 -0.1632 0.277
H -1.8846 2.5088 -4.3435 0.0185 0.2277 0.1309 0.374
H -0.5124 2.4002 -3.2556 -0.1438 -0.0557 0.1742 0.341
H -2.0102 5.0472 -3.6502 0.0451 -0.2491 -0.1285 0.235
H -0.5668 4.5762 -4.5701 -0.0301 -0.0371 0.0871 0.374
H -0.4971 4.7830 -2.8068 0.0134 -0.0864 -0.0764 0.265
H -5.2668 3.0298 0.2019 0.0561 0.0672 -0.2902 0.249
H -4.6099 1.5825 0.9091 0.2621 -0.0594 -0.2766 0.333
H -6.4930 1.4786 -1.4941 -0.0547 0.1068 0.0975 0.286
H -7.0032 1.2898 0.2039 0.0448 -0.0107 -0.1460 0.365
H -5.8950 0.1217 -0.5451 -0.0462 0.1327 0.0112 0.288
O -1.1293 -4.1127 -0.6119 -2.4511 -3.0613 2.4047 -0.716
P -1.6828 -5.2785 -1.4674 3.8514 4.3394 -7.4901 1.034
O -0.2294 -5.5475 -2.2415 0.2649 -0.9489 0.9528 -0.391
C 0.9890 -5.5937 -1.5086 0.4970 0.0857 -0.0497 -0.176
C 1.2567 -6.9754 -0.9457 0.1840 -0.2045 -0.1172 -1.054
O -2.3625 -4.3163 -2.6438 -1.0080 -1.1114 0.9735 -0.303
C -2.6371 -2.9452 -2.4029 -0.0454 0.4746 0.1624 -0.317
C -1.4454 -2.0779 -2.7717 0.2796 -0.0076 -0.1429 -0.835
O -2.3012 -6.5811 -2.4232 -0.8718 0.8796 2.8661 -0.347
C -1.7425 -7.8758 -2.4192 0.1725 -0.7333 0.0961 -0.086
C -2.0694 -8.6266 -1.1497 -0.2579 -0.2376 0.1138 -1.088
H 1.0184 -4.8501 -0.7080 -0.2373 -0.0173 -0.1010 0.236
H 1.7907 -5.3328 -2.2072 -0.1919 -0.0050 -0.0846 0.320
H 0.4516 -7.2933 -0.2811 0.0131 0.0223 0.0967 0.196
H 2.1957 -6.9869 -0.3814 -0.1475 0.0252 -0.0427 0.404
H 1.3411 -7.7174 -1.7476 0.0051 0.1217 0.1333 0.276
H -2.9526 -2.7870 -1.3665 0.2002 0.0015 -0.1271 0.265
H -3.4877 -2.6659 -3.0330 0.0579 -0.2391 -0.0232 0.345
H -0.5180 -2.4259 -2.3057 -0.2368 0.0046 0.1247 0.224
H -1.6149 -1.0400 -2.4713 -0.0366 -0.0437 -0.0336 0.190
H -1.2758 -2.1048 -3.8526 -0.1043 0.0325 0.0974 0.324
H -0.6716 -7.8475 -2.6151 0.0047 0.2541 0.1535 0.203
H -2.1811 -8.4139 -3.2685 -0.1786 0.3580 0.0564 0.341
H -1.7694 -8.0595 -0.2623 0.1320 -0.0504 -0.0452 0.282
H -1.5668 -9.5982 -1.1399 -0.0445 0.1215 0.0747 0.346
H -3.1487 -8.7941 -1.0732 0.1503 0.0107 -0.0069 0.315